Density functional theory data (ωB97M-V/def2-TZVPD) for a molecular structure, C22H30N2O6PtS3.

Structure (XYZ):
```
64
Properties=species:S:1:pos:R:3:lowdin_charge:R:1
Pt 0.302 1.748 0.376 1.31
C -3.434 2.186 2.085 0.00
C -2.094 2.617 1.579 -0.18
C -0.879 1.993 2.150 -0.29
C -1.043 0.765 2.998 -0.02
C 0.335 2.765 2.280 -0.27
C 1.337 2.526 3.373 0.00
C 0.571 3.693 1.219 -0.28
C 1.842 4.474 1.100 0.01
C -0.471 3.747 0.218 -0.28
C -0.200 4.438 -1.088 -0.02
C -1.885 3.527 0.606 -0.17
C -2.954 4.283 -0.125 0.00
H -3.571 2.482 3.128 0.11
H -3.538 1.101 2.043 0.09
H -4.242 2.614 1.501 0.08
H -1.556 1.012 3.931 0.12
H -0.084 0.315 3.243 0.09
H -1.651 0.026 2.477 0.09
H 2.123 1.831 3.074 0.11
H 0.851 2.133 4.262 0.09
H 1.814 3.467 3.642 0.10
H 1.667 5.486 1.476 0.12
H 2.165 4.564 0.067 0.09
H 2.652 4.030 1.671 0.09
H -0.278 5.521 -0.960 0.12
H -0.929 4.137 -1.837 0.10
H 0.795 4.217 -1.468 0.09
H -3.199 3.799 -1.073 0.11
H -2.633 5.299 -0.350 0.10
H -3.864 4.349 0.463 0.09
O 1.239 1.301 -1.494 -0.38
S 1.597 -0.111 -1.181 0.54
O 2.982 -0.426 -1.186 -0.22
O 0.900 -0.361 0.133 -0.44
C 0.832 -1.148 -2.410 -0.23
C 1.707 -1.600 -3.385 -0.02
C 1.253 -2.385 -4.442 -0.01
C -0.079 -2.732 -4.524 -0.01
C -0.969 -2.296 -3.547 -0.03
C -0.527 -1.504 -2.497 -0.24
S -1.802 -1.015 -1.377 0.64
O -3.048 -1.494 -1.853 -0.23
O -1.637 0.331 -0.940 -0.27
O -1.464 -1.880 -0.001 -0.62
H 2.750 -1.328 -3.316 0.13
H 1.954 -2.714 -5.198 0.13
H -0.442 -3.334 -5.345 0.13
H -2.016 -2.557 -3.609 0.12
S -1.775 -3.507 -0.040 1.15
C -0.113 -4.083 0.038 -0.54
N 0.877 -3.254 0.256 0.08
C 2.273 -3.718 0.317 -0.11
C 2.302 -5.133 0.869 -0.14
C 1.388 -6.028 0.050 -0.12
N 0.070 -5.383 -0.094 0.06
H 0.672 -2.271 0.425 0.10
H 2.822 -3.021 0.946 0.14
H 2.700 -3.675 -0.687 0.14
H 1.984 -5.131 1.913 0.13
H 3.317 -5.522 0.833 0.13
H 1.234 -6.986 0.544 0.14
H 1.794 -6.215 -0.944 0.14
H -0.725 -5.965 -0.315 0.16
```

Largest force on an atom   0.332 eV Å⁻¹
LUMO level   -6.29 eV
Charge   +2
Energy above the lowest of the compared OMol25 structures with the same formula, charge and spin   0.0 kJ/mol
Kohn-Sham gap   7.85 eV